83
Properties=species:S:1:pos:R:3:forces:R:3 method="wB97M-V/def2-TZVPD" total_energy_ha=-3176.10891 charge=+2 largest_force_ev_per_a=0.660 s_squared=3.766 multiplicity=4 homo_lumo_gap_ha="0.2725 / 0.2825"
W 0.357 -0.041 -1.106 0.1 -0.5 -0.3
C -0.318 1.344 -3.845 -0.1 0.0 0.1
N 0.168 1.834 -2.534 0.0 -0.2 0.1
C 1.531 2.430 -2.669 -0.1 0.0 0.0
C 2.274 2.236 -1.396 -0.1 -0.1 0.0
N 1.987 1.220 -0.613 0.4 0.1 0.4
C 2.834 1.325 0.502 -0.2 -0.1 -0.1
C 2.927 0.547 1.652 0.0 0.0 0.0
C 3.855 0.937 2.595 0.0 0.0 0.0
C 4.674 2.065 2.402 0.0 0.0 0.0
C 4.584 2.840 1.265 0.0 0.0 0.0
C 3.639 2.445 0.326 0.1 0.1 -0.1
N 3.257 2.993 -0.900 0.1 0.1 0.1
C 0.234 -0.036 -4.035 0.1 0.1 0.2
N 1.050 -0.581 -3.146 -0.1 -0.2 -0.2
C 1.334 -1.873 -3.637 0.2 0.3 0.1
C 2.150 -2.882 -3.132 0.1 0.0 0.0
C 2.223 -4.052 -3.859 0.0 0.0 -0.1
C 1.508 -4.226 -5.057 0.0 0.0 0.1
C 0.711 -3.226 -5.572 0.0 0.0 0.0
C 0.657 -2.049 -4.835 -0.3 0.0 -0.1
N -0.047 -0.860 -5.045 0.1 -0.1 -0.3
H -0.012 2.003 -4.661 0.0 0.0 0.0
H -1.409 1.320 -3.834 0.0 0.0 0.0
H -0.467 2.547 -2.180 0.0 -0.1 0.0
H 1.480 3.481 -2.957 0.0 0.0 0.0
H 2.056 1.889 -3.457 0.0 0.0 0.0
H 2.301 -0.325 1.788 0.0 0.0 0.0
H 3.963 0.362 3.505 0.0 0.0 0.0
H 5.393 2.330 3.165 0.0 0.0 0.0
H 5.212 3.710 1.121 0.0 0.0 0.0
H 3.633 3.827 -1.323 0.0 0.0 0.0
H 2.713 -2.739 -2.221 0.0 0.0 0.0
H 2.856 -4.855 -3.508 0.0 0.0 0.0
H 1.590 -5.163 -5.590 0.0 0.0 0.0
H 0.174 -3.349 -6.503 0.0 0.0 0.0
H -0.642 -0.652 -5.832 0.0 0.0 0.0
O 1.379 -1.690 -0.367 -0.2 0.0 -0.1
N 0.598 -2.723 0.079 0.4 0.0 0.0
C 1.165 -3.529 1.114 -0.1 0.1 -0.1
C 0.424 -4.180 2.007 -0.1 -0.1 0.0
C -1.084 -4.091 2.049 0.1 0.1 0.0
C -1.531 -3.147 0.923 0.1 0.0 -0.1
C -0.672 -2.738 -0.204 -0.2 0.0 0.1
S -1.370 -1.816 -1.465 0.0 0.1 0.0
H 2.244 -3.559 1.078 0.0 0.0 0.0
H 0.934 -4.815 2.720 0.0 0.0 0.0
H -1.551 -5.074 2.103 0.0 0.0 0.0
H -2.575 -3.235 0.646 0.0 0.0 0.0
Cl -0.032 3.624 0.400 0.1 0.0 0.0
C 0.135 2.807 1.944 0.0 0.2 -0.1
C 0.802 3.502 2.934 0.1 0.0 0.1
C 0.925 2.946 4.201 0.0 0.0 -0.1
C 0.362 1.709 4.466 -0.1 0.0 -0.1
C -0.312 1.029 3.458 0.1 0.0 0.0
C -0.433 1.557 2.171 -0.1 -0.2 -0.1
P -1.229 0.588 0.829 -0.4 0.5 0.2
C -2.580 1.665 0.249 0.0 0.0 0.1
C -3.019 1.607 -1.074 0.0 -0.1 0.0
C -4.063 2.412 -1.508 0.0 0.0 0.0
C -4.675 3.287 -0.620 0.0 0.0 0.0
C -4.250 3.346 0.700 0.0 0.0 0.0
C -3.207 2.539 1.134 0.0 0.0 0.0
C -2.099 -0.749 1.730 0.4 -0.1 -0.1
C -3.369 -0.799 2.133 -0.3 -0.1 0.2
C -3.866 -1.980 2.881 0.0 0.2 -0.1
C -3.086 -2.979 3.310 0.1 0.0 0.0
C -1.601 -2.998 3.059 0.0 0.0 -0.1
C -1.290 -1.972 1.954 -0.2 0.1 -0.1
H 1.212 4.479 2.717 0.0 0.0 0.0
H 1.447 3.490 4.977 0.0 0.0 0.0
H 0.433 1.276 5.455 0.0 0.0 0.0
H -0.756 0.072 3.687 -0.1 -0.1 0.0
H -2.573 0.888 -1.755 0.0 0.0 0.0
H -4.410 2.351 -2.531 0.0 0.0 0.0
H -5.488 3.917 -0.955 0.0 0.0 0.0
H -4.730 4.024 1.393 0.0 0.0 0.0
H -2.868 2.609 2.161 0.0 0.0 0.0
H -4.065 0.009 1.942 0.0 0.0 0.0
H -4.922 -1.996 3.122 0.0 0.0 0.0
H -3.516 -3.777 3.905 0.0 0.0 0.0
H -1.040 -2.925 3.995 0.0 0.0 0.0
H -0.230 -1.733 1.976 0.0 0.0 0.0